27
Properties=species:S:1:pos:R:3:forces:R:3:lowdin_charge:R:1 method="wB97M-V/def2-TZVPD" total_energy_ha=-482.3130 charge=0 homo_energy_ev="-3.31 / -8.60" relative_energy_ev=2.1523 multiplicity=2
C -0.812 -1.796 2.038 1.50 2.45 0.21 -0.36
C -0.756 -3.244 2.510 0.97 -1.68 1.49 -0.16
N -1.610 -1.520 0.802 0.38 -1.31 -1.90 -0.02
H -1.441 -1.150 2.655 0.53 -0.38 1.20 0.07
H 0.226 -1.207 1.946 -2.24 -1.67 -0.01 0.15
H 0.187 -3.519 3.125 -0.89 0.93 -1.38 0.09
H -0.821 -4.064 1.730 -0.16 1.27 0.84 0.07
H -1.892 -0.472 0.680 0.50 -1.57 0.17 0.09
H -1.065 -1.958 -0.075 -0.92 0.94 1.01 0.11
H -2.511 -2.085 0.889 0.36 0.61 -0.20 0.06
H -1.485 -3.425 3.346 -0.05 0.15 -1.27 0.07
C 3.196 2.011 -0.937 -0.92 0.03 0.20 -0.07
C -0.976 0.954 -1.355 1.63 1.63 -1.97 -0.39
C -0.526 1.513 -0.169 4.58 0.16 -1.91 -0.05
C -0.226 1.067 -2.605 0.85 0.45 0.69 0.00
C 0.855 1.825 -0.068 -0.02 -0.64 -2.64 -0.04
C 1.147 1.543 -2.529 -1.81 0.73 0.76 -0.05
C 1.709 1.767 -1.223 -0.67 0.35 0.76 -0.27
O -2.109 0.275 -1.280 0.12 -2.79 0.74 -0.04
H -0.931 1.790 0.723 -2.58 -0.19 1.97 0.07
H -2.923 0.601 -1.537 -2.23 1.53 -1.11 0.08
H -0.686 0.833 -3.648 0.70 0.31 2.27 0.13
H 1.256 2.094 0.907 0.07 0.08 -0.26 0.11
H 1.611 2.006 -3.458 -0.17 -1.36 1.26 0.12
H 3.754 1.929 -1.877 0.25 0.20 0.53 0.07
H 3.507 1.256 -0.188 0.13 0.16 -0.70 0.08
H 3.323 2.976 -0.400 0.13 -0.38 -0.75 0.08



35
Properties=species:S:1:pos:R:3:forces:R:3:lowdin_charge:R:1 method="wB97M-V/def2-TZVPD" smiles="CC(=O)OCCCCCOC(=O)N(F)CB(O)O" total_energy_ha=-984.0545 charge=0 homo_energy_ev=-10.08 relative_energy_ev=1.8039
C 1.878 -2.736 1.351 1.68 -0.30 -0.15 0.03
C 1.622 -2.512 -0.106 1.98 -0.04 1.79 -0.58
O 0.589 -2.731 -0.584 -3.51 -0.45 -1.92 0.16
O 2.686 -2.084 -0.833 0.45 0.69 0.31 -0.01
C 2.451 -0.841 -1.500 0.79 0.16 -0.52 -0.16
C 2.998 0.365 -0.726 -0.58 0.76 -0.16 -0.14
C 1.920 1.447 -0.466 0.55 0.05 0.34 -0.18
C 1.622 1.593 1.026 -0.68 -0.96 -0.28 -0.17
C 0.262 2.220 1.305 1.43 0.97 -0.39 -0.14
O -0.776 1.750 0.434 -0.52 1.07 0.21 0.03
C -1.244 0.568 0.775 -2.32 1.00 -0.51 -0.56
O -0.611 -0.359 1.059 2.18 -2.72 1.34 0.20
N -2.707 0.513 0.713 0.55 0.00 -0.59 0.02
F -3.038 -0.544 1.589 -0.20 0.00 0.05 -0.03
C -3.024 -0.034 -0.635 -0.62 0.44 0.04 -0.03
B -4.569 0.198 -0.995 0.61 0.42 0.25 -0.65
O -5.419 -0.824 -1.211 -0.48 -0.47 0.75 0.20
O -5.034 1.483 -1.098 -0.16 -0.05 -0.95 0.17
H 1.604 -1.872 1.941 -0.41 0.19 0.05 0.08
H 2.950 -2.870 1.480 0.13 0.03 0.15 0.08
H 1.411 -3.644 1.691 -0.55 -0.05 0.14 0.09
H 1.404 -0.728 -1.750 -0.32 -0.11 0.17 0.11
H 2.985 -0.881 -2.442 0.05 -0.32 -0.20 0.12
H 3.437 0.063 0.217 0.12 -0.27 0.15 0.11
H 3.786 0.843 -1.300 0.29 -0.19 -0.11 0.10
H 2.243 2.419 -0.832 0.08 0.10 -0.24 0.11
H 1.038 1.180 -1.034 -0.33 0.05 0.07 0.10
H 2.419 2.141 1.518 0.01 0.27 0.14 0.12
H 1.612 0.596 1.448 0.10 -0.23 0.22 0.09
H 0.362 3.277 1.089 -0.36 0.27 -0.21 0.13
H -0.009 2.161 2.352 -0.34 -0.40 0.13 0.13
H -2.715 -1.074 -0.702 0.33 -0.17 0.11 0.12
H -2.417 0.550 -1.328 0.07 0.05 -0.20 0.13
H -5.175 -1.586 -0.668 0.01 -0.15 -0.48 0.11
H -4.540 1.954 -1.780 0.00 0.37 0.50 0.11



28
Properties=species:S:1:pos:R:3:forces:R:3:lowdin_charge:R:1 method="wB97M-V/def2-TZVPD" smiles="C/C=C(C)/B=C(/C)CC.C=O" total_energy_ha=-453.1107 charge=0 homo_energy_ev=-7.41 relative_energy_ev=0.5428
B 0.098 -0.099 0.530 -0.02 -0.65 -0.20 -0.02
C 2.538 -0.061 0.208 -0.27 -0.19 0.09 -0.11
C -1.433 -1.934 -0.411 0.41 0.41 -0.09 -0.26
C 1.398 0.646 0.325 0.06 0.17 0.11 -0.22
C -1.018 -0.931 0.652 -0.16 -0.08 -0.01 -0.28
C 3.871 0.510 -0.144 0.03 -0.02 -0.04 -0.09
C -0.681 -1.757 -1.725 -0.28 -0.18 0.10 -0.11
C 1.421 2.143 0.141 -0.04 0.02 -0.02 -0.07
C -1.937 -0.937 1.855 0.44 0.11 -0.03 -0.10
C -2.989 1.687 -0.268 -0.42 -0.22 -0.10 -0.13
O -1.987 2.292 -0.033 0.21 0.37 0.09 0.01
H 2.511 -1.130 0.367 -0.11 -0.12 0.07 0.11
H -2.511 -1.836 -0.595 -0.02 -0.04 0.05 0.10
H 4.317 1.003 0.724 0.02 -0.01 -0.01 0.09
H 3.783 1.259 -0.929 0.04 0.09 -0.06 0.08
H 4.553 -0.273 -0.477 0.01 0.08 0.03 0.07
H -0.766 -0.731 -2.075 -0.02 0.12 -0.10 0.07
H -1.083 -2.422 -2.489 0.08 -0.03 -0.11 0.07
H 0.372 -1.981 -1.589 0.22 -0.03 -0.05 0.07
H 0.453 2.574 0.378 0.02 0.10 -0.03 0.05
H 2.185 2.599 0.773 -0.01 0.05 0.00 0.08
H 1.660 2.390 -0.896 -0.02 0.10 -0.03 0.09
H -1.654 -0.164 2.565 -0.10 0.03 0.20 0.07
H -2.977 -0.770 1.562 -0.07 0.02 -0.02 0.07
H -1.887 -1.904 2.361 -0.09 -0.02 0.08 0.08
H -1.264 -2.950 -0.041 -0.14 -0.04 0.05 0.11
H -3.992 2.146 -0.195 0.03 0.14 0.05 0.08
H -2.982 0.630 -0.573 0.18 -0.17 -0.02 0.07